[1]
Density functional theory data (wB97M-V/def2-TZVPD) for an isolated molecule of C3H6INO3 in a non-equilibrium geometry.

```
14
Properties=species:S:1:pos:R:3:forces:R:3:lowdin_charge:R:1
C 1.0921 0.0894 -0.1462 -2.179 1.154 1.581 -0.07
C -0.0915 0.5445 0.7633 1.035 -2.027 1.436 -0.63
I 0.4001 0.1665 2.9277 0.265 0.230 -0.804 0.88
C -1.4098 -0.3297 0.6946 0.716 3.514 -0.064 -0.35
O -1.9640 -0.2832 -0.5530 -1.437 0.574 -2.213 -0.04
N -0.3756 2.0001 0.6228 0.412 -2.683 -0.429 -0.45
O -0.1236 2.3548 -0.4920 -0.051 1.788 -1.396 0.10
O -0.8605 2.5947 1.5221 -0.899 1.569 1.005 0.05
H 1.8515 0.7831 -0.1017 1.745 1.975 0.688 0.05
H 1.5062 -0.7338 0.3629 0.203 -1.812 -0.516 0.05
H 0.8574 0.2013 -1.1763 -0.657 -1.288 -0.923 0.08
H -1.1496 -1.3170 0.9355 0.249 -1.326 0.313 0.09
H -2.0270 0.1478 1.4470 -0.503 -0.394 0.338 0.09
H -2.4968 0.5264 -0.8019 1.099 -1.275 0.984 0.14
```
Positions in Å, forces in eV/Å.

Values from the calculation:
- E_HOMO: -9.83 eV
- E_tot: -695.94148 hartree
- Orbital gap: 9.380 eV
- Max |F|: 3.59 eV Å⁻¹

***

[2]
Density functional theory data (wB97M-V/def2-TZVPD) for an isolated molecule of C3H6INOS in a non-equilibrium geometry.

```
13
Properties=species:S:1:pos:R:3:forces:R:3:lowdin_charge:R:1
C 1.1345 0.6251 0.3461 -0.678 -3.563 -4.325 -0.03
C -0.6560 -1.0117 -0.3101 0.457 -2.635 -1.980 -0.19
C -0.3041 0.3925 0.1518 -2.486 0.460 0.938 -0.65
N 1.6717 -1.0647 -0.6713 0.829 2.443 2.220 -0.36
O 0.5263 -1.3615 -1.1863 -1.997 -0.403 0.514 -0.31
S -1.0591 1.5593 -1.0871 -0.370 0.340 1.365 0.77
I 2.3716 -2.5348 0.9049 -0.441 0.453 -0.353 0.46
H 1.5611 1.2249 -0.4104 0.579 0.948 -0.231 0.07
H 1.5328 0.6132 1.2702 1.401 -0.130 2.952 0.04
H -0.9167 -1.9518 0.3006 1.120 1.811 0.202 0.14
H -1.4709 -1.0427 -1.0475 0.130 0.516 0.311 0.10
H -0.9283 0.5457 1.0682 0.731 0.139 -0.474 0.12
H -0.2960 1.1238 -2.0383 0.727 -0.378 -1.140 -0.15
```
Positions in Å, forces in eV/Å.

Values from the calculation:
- E_HOMO (spin up / spin down): -8.76 / -8.76 eV
- E_tot: -943.60974 hartree
- Orbital gap (spin up / spin down): 8.221 / 8.220 eV
- Max |F|: 5.64 eV Å⁻¹

***

[3]
Density functional theory data (wB97M-V/def2-TZVPD) for a structure of composition C3H6INS in a non-equilibrium geometry.

```
12
Properties=species:S:1:pos:R:3:forces:R:3:lowdin_charge:R:1
C 0.1578 -1.1564 0.5448 1.410 -0.408 2.436 -0.44
C 0.9772 0.1880 0.3109 0.918 -0.808 -2.999 -0.50
C -0.9683 -1.3901 -0.3498 -0.815 0.852 -0.580 -0.60
N 0.0552 2.3616 -0.8274 4.332 -2.942 1.019 -0.35
S -0.0466 1.6275 0.5775 0.357 0.839 0.349 0.69
I -2.6286 -0.1211 -0.0384 -0.136 -1.124 -0.402 0.80
H 0.8683 -2.1008 0.4536 -1.120 2.061 0.365 0.14
H -0.0923 -0.9549 1.7248 0.025 -1.248 -2.793 0.14
H 1.8295 0.0438 0.9720 0.097 0.680 0.072 0.06
H 1.3529 0.3610 -0.8177 -0.773 -0.611 2.530 0.12
H -0.7953 -1.6516 -1.4155 -0.204 0.117 0.954 0.04
H -0.7098 2.7930 -1.1348 -4.093 2.591 -0.952 -0.09
```
Positions in Å, forces in eV/Å.

Values from the calculation:
- E_HOMO (spin up / spin down): -8.14 / -7.87 eV
- E_tot: -868.37493 hartree
- Orbital gap (spin up / spin down): 7.707 / 7.295 eV
- Max |F|: 5.34 eV Å⁻¹

***

[4]
Density functional theory data (wB97M-V/def2-TZVPD) for a structure of composition C3H6LiO5Ru in a non-equilibrium geometry.

```
16
Properties=species:S:1:pos:R:3:forces:R:3:lowdin_charge:R:1
H 1.5239 -2.1271 -0.9451 0.259 0.297 0.353 0.13
C 1.5982 -1.4823 -0.0447 -1.430 -1.132 -0.116 -0.31
C 0.5001 -0.4277 -0.1144 -0.540 0.057 0.059 -0.36
O -0.8053 -0.9145 -0.1952 0.823 0.206 -0.631 -0.07
Ru 3.0640 1.0413 0.0363 0.227 0.564 0.002 0.87
O 2.8269 -0.8478 0.0480 0.429 -0.235 0.027 -0.48
H 1.3965 -2.1388 0.8269 0.315 0.294 -0.291 0.13
H 0.7305 0.2017 -1.0003 0.024 0.065 -0.042 0.08
H 0.5984 0.1888 0.8040 0.114 0.101 0.029 0.09
C -1.8259 0.1937 0.0070 -0.595 -0.245 0.302 -0.84
O -1.4549 1.3680 -0.3938 0.987 0.087 -0.351 -0.20
O -2.9939 -0.3088 -0.5933 0.490 -0.025 0.188 0.06
H -2.8749 -0.2346 -1.5454 0.032 0.124 -0.028 0.10
Li 0.1409 2.1963 -0.2287 -0.834 -0.280 -0.029 0.62
O -2.0292 0.1286 1.3912 1.045 -1.545 0.944 0.03
H -1.5571 -0.7253 1.6581 -1.347 1.668 -0.417 0.14
```
Positions in Å, forces in eV/Å.

Values from the calculation:
- E_HOMO (spin up / spin down): -7.99 / -9.50 eV
- E_tot: -596.38128 hartree
- Multiplicity: 6
- <S²>: 8.756
- Orbital gap (spin up / spin down): 7.479 / 7.122 eV
- Max |F|: 2.18 eV Å⁻¹

***

[5]
Density functional theory data (wB97M-V/def2-TZVPD) for a structure of composition C3H6MgO11P2 in a non-equilibrium geometry.

```
23
Properties=species:S:1:pos:R:3:forces:R:3:lowdin_charge:R:1
Mg 0.5627 0.5336 1.1762 0.998 -0.459 -0.033 0.31
P 1.3684 2.6971 0.4969 5.794 -1.701 0.783 -0.23
O -0.0230 2.0858 0.4369 -3.743 2.317 -3.302 -0.40
O 1.7575 3.8095 1.3291 -1.876 7.373 2.725 -0.43
O 2.4735 2.6791 -0.5524 -0.998 0.279 -5.107 -0.49
O 2.0034 1.6175 1.3803 1.650 -4.326 2.547 -0.43
P -0.3550 -0.9750 3.0181 -2.045 2.119 2.830 -0.13
O 0.9088 -0.9925 2.2046 2.520 -5.314 0.631 -0.33
O -1.7522 -1.3525 2.5536 -1.149 -3.569 -2.136 -0.31
O -0.6843 0.4140 2.5513 -3.518 6.566 -1.785 -0.19
O -0.5538 -0.6421 4.4624 2.373 -2.840 3.305 -0.38
C -0.2197 1.3202 -2.6100 1.830 1.019 -0.284 -0.06
O -0.6848 0.0188 -2.5478 -1.767 -3.585 0.606 -0.02
C -0.3089 -0.7481 -1.5282 0.413 -0.577 3.529 -0.36
O 0.4896 -0.4794 -0.5811 -3.281 -2.076 -5.072 0.09
O -1.1090 -1.9599 -1.6110 1.666 3.441 -2.155 -0.06
C -0.9163 -3.0124 -0.7282 0.045 0.335 1.822 -0.10
H -0.7330 1.9599 -1.8921 0.780 -0.055 0.406 0.09
H -0.3565 1.7062 -3.6202 -0.385 -0.295 -0.200 0.08
H 0.8452 1.1086 -2.5139 0.346 1.832 0.788 0.10
H -1.6085 -3.8015 -1.0220 0.167 -0.055 -0.183 0.08
H -1.2191 -2.6307 0.2468 0.121 -0.389 0.510 0.08
H 0.1150 -3.3562 -0.6493 0.061 -0.040 -0.227 0.09
```
Positions in Å, forces in eV/Å.

Values from the calculation:
- E_HOMO (spin up / spin down): 4.34 / 4.37 eV
- E_tot: -1828.30451 hartree
- Multiplicity: 2
- <S²>: 0.759
- Orbital gap (spin up / spin down): 2.605 / 2.574 eV
- Total charge: -3
- Max |F|: 8.08 eV Å⁻¹

***

[6]
Density functional theory data (wB97M-V/def2-TZVPD) for a structure of composition C3H6MgO3 in a non-equilibrium geometry.

```
13
Properties=species:S:1:pos:R:3:forces:R:3:lowdin_charge:R:1
O 1.9345 2.1330 0.7728 -1.458 -0.029 -0.568 -0.38
Mg 0.3348 1.8778 -0.1337 1.487 -0.167 0.578 1.14
C -2.0461 -0.2216 -0.0804 -0.633 -0.231 0.230 -0.01
O -0.6570 0.1310 -0.0891 0.018 0.771 -0.257 -0.32
C 0.2454 -0.9659 -0.0587 0.360 -0.922 0.340 -0.14
C 1.5695 -0.4169 -0.5336 1.635 0.225 0.485 -0.13
O 2.6827 -0.6990 -0.2777 -1.476 -0.106 -0.605 0.19
H -2.6075 0.6844 -0.3274 0.048 -0.265 0.042 0.11
H -2.2282 -1.0013 -0.8305 0.001 0.253 0.174 0.12
H -2.3244 -0.5746 0.9206 0.011 0.050 -0.293 0.12
H -0.0820 -1.7630 -0.7448 0.089 0.244 0.160 0.16
H 0.3559 -1.3559 0.9663 -0.121 0.096 -0.276 0.17
H 2.8224 2.1720 0.4161 0.041 0.082 -0.008 -0.02
```
Positions in Å, forces in eV/Å.

Values from the calculation:
- E_HOMO (spin up / spin down): -12.83 / -14.12 eV
- E_tot: -543.42017 hartree
- Multiplicity: 2
- <S²>: 0.753
- Orbital gap (spin up / spin down): 7.293 / 8.198 eV
- Total charge: +1
- Max |F|: 1.72 eV Å⁻¹

***

[7]
Density functional theory data (wB97M-V/def2-TZVPD) for the ion C3H6N with charge +1 in a non-equilibrium geometry.

```
10
Properties=species:S:1:pos:R:3:forces:R:3:lowdin_charge:R:1
C 1.3970 -0.2321 1.0455 2.337 0.351 1.280 0.07
C 0.7430 0.1809 -0.1023 -0.517 -0.351 -0.517 -0.12
N -0.6359 -0.2568 -0.1254 0.413 3.842 1.247 0.00
C -1.4118 -0.0422 -1.1417 0.724 1.434 1.946 0.18
H 2.3931 -0.8589 1.1761 -1.316 2.513 -1.074 0.13
H 1.1457 0.2203 2.1072 -1.067 -2.112 -1.862 0.13
H 0.9048 0.8218 -1.0579 1.110 -2.204 1.342 0.16
H -0.9748 -0.3046 0.8722 -0.244 -1.424 -1.497 0.20
H -2.3953 -0.2879 -0.9131 -1.827 -0.643 -0.441 0.10
H -1.1658 0.7594 -1.8605 0.386 -1.407 -0.424 0.14
```
Positions in Å, forces in eV/Å.

Values from the calculation:
- E_HOMO: -14.02 eV
- E_tot: -172.22792 hartree
- Orbital gap: 7.473 eV
- Total charge: +1
- Max |F|: 4.06 eV Å⁻¹

***

[8]
Density functional theory data (wB97M-V/def2-TZVPD) for the ion C3H6N with charge +1 in a non-equilibrium geometry.

```
10
Properties=species:S:1:pos:R:3:forces:R:3:lowdin_charge:R:1
C 1.5821 0.0226 0.0075 2.303 -1.066 -0.134 0.20
N 0.3474 0.0498 0.0245 0.117 -2.327 0.592 -0.14
C -0.8799 -0.7476 0.0389 -0.620 -2.094 -2.710 0.01
C -0.8256 0.7197 -0.0063 -3.030 4.616 1.836 -0.09
H 2.0947 1.0034 0.2176 0.021 -1.331 -0.680 0.16
H 1.9915 -1.0406 -0.2220 0.077 2.241 0.839 0.17
H -1.1740 -1.3146 0.9444 0.621 0.629 -0.538 0.15
H -1.0872 -1.2817 -0.9869 0.390 1.008 2.258 0.18
H -0.9562 1.2313 -0.9843 -0.352 -0.265 0.882 0.16
H -1.0929 1.3576 0.9666 0.472 -1.412 -2.345 0.20
```
Positions in Å, forces in eV/Å.

Values from the calculation:
- E_HOMO: -17.57 eV
- E_tot: -172.29873 hartree
- Orbital gap: 12.338 eV
- Total charge: +1
- Max |F|: 5.82 eV Å⁻¹

***

Question: What is the formula in the seventh record?
Answer: C3H6N